w) 17
Properties=species:S:1:pos:R:3 method="wB97M-V/def2-TZVPD" spin_multiplicity=1 smiles="N[C@@H](CO)CC(=O)O" orbital_gap_ev=10.311
N 1.306 1.366 0.335
C 0.497 0.377 -0.335
C 1.164 -0.332 -1.540
O 2.395 0.264 -1.887
C -0.051 -0.715 0.726
C -1.445 -0.325 0.943
O -1.928 0.610 1.519
O -2.290 -1.309 0.464
H 1.914 0.980 1.028
H 1.007 2.317 0.412
H -0.466 0.829 -0.680
H 0.491 -0.263 -2.397
H 1.460 -1.362 -1.307
H 2.513 1.089 -1.377
H 0.546 -0.909 1.595
H -0.010 -1.675 0.168
H -3.223 -1.198 0.687



x) 17
Properties=species:S:1:pos:R:3 method="wB97M-V/def2-TZVPD" spin_multiplicity=1 orbital_gap_ev=9.219
C 0.988 -0.092 -0.398
C -0.103 0.953 0.153
C -1.143 0.050 0.011
C -0.105 -1.043 0.252
H 2.317 -0.191 1.269
H 3.136 -0.769 -0.075
H 1.157 -0.198 -1.434
H 0.307 1.249 1.183
H 0.418 2.880 -0.171
H -1.050 0.006 -1.121
H -3.282 0.535 -0.502
H -0.055 -1.151 1.305
H -1.541 -2.416 -0.212
N 2.351 -0.063 0.300
O -0.299 2.247 -0.522
O -2.510 0.179 0.503
O -0.585 -2.176 -0.542



y) 17
Properties=species:S:1:pos:R:3 method="wB97M-V/def2-TZVPD" spin_multiplicity=1 orbital_gap_ev="6.112 / 7.219"
C -0.747 0.190 -1.569
C 1.421 1.823 0.840
C -0.398 -1.667 0.717
C 0.174 0.263 -0.495
N -2.095 0.678 0.990
O -2.951 0.785 0.154
O 0.890 1.424 -0.458
O 0.590 -0.718 0.373
H -1.629 0.800 -1.447
H -0.230 0.428 -2.612
H -1.150 -0.903 -1.801
H 0.545 1.993 1.515
H 2.073 2.766 0.572
H 2.033 0.967 1.201
H -0.758 -2.081 -0.211
H -1.189 -1.196 1.120
H -0.084 -2.568 1.294



Most favorable structure: w). The second most favorable one is 105.5 kcal/mol above it.



w) 20
Properties=species:S:1:pos:R:3 method="wB97M-V/def2-TZVPD" spin_multiplicity=2 orbital_gap_ev="2.832 / 8.646" total_charge=-1
C 1.311 0.956 -0.620
C 2.189 -0.127 0.114
C 1.408 -1.321 0.596
C 0.396 -1.804 -0.139
N 1.736 -1.706 1.905
H 0.222 0.891 -0.449
H 1.504 1.021 -1.746
H 1.676 2.032 -0.269
H 2.733 0.394 1.026
H 2.854 -0.642 -0.628
H 0.421 -1.400 -1.167
H -0.185 -2.697 0.132
H 2.379 -1.157 2.457
H 0.998 -2.188 2.384
H -3.572 -1.198 -0.277
H -2.902 0.149 -0.381
O -3.828 -0.264 -0.362
H -2.701 2.393 -0.614
H -3.186 3.779 -0.985
O -3.452 2.888 -0.977



x) 20
Properties=species:S:1:pos:R:3 method="wB97M-V/def2-TZVPD" spin_multiplicity=2 orbital_gap_ev="2.501 / 9.066" total_charge=-1
C 0.514 1.512 1.865
N 0.815 0.979 0.501
C 0.873 -0.497 0.337
C 0.725 -1.938 -1.678
C 1.294 -0.920 -1.037
H -0.560 1.145 2.191
H 0.711 2.499 1.965
H 1.265 1.262 2.663
H 1.844 1.322 0.249
H 1.355 -0.906 1.214
H -0.157 -0.881 0.571
H 0.888 -2.157 -2.778
H -0.071 -2.640 -1.389
H 2.020 -0.372 -1.585
H -3.386 -0.813 0.183
H -2.213 -0.170 -0.298
O -2.442 -0.798 0.256
H -1.178 0.994 -1.905
H -0.801 1.048 -0.257
O -1.496 1.330 -1.069



y) 20
Properties=species:S:1:pos:R:3 method="wB97M-V/def2-TZVPD" spin_multiplicity=2 orbital_gap_ev="1.932 / 9.464" total_charge=-1
C 0.444 0.114 0.826
N 1.023 0.536 -0.460
C 0.121 -0.160 -1.385
C -1.322 -0.389 -0.812
C -1.093 0.150 0.647
H 0.624 0.699 1.729
H 0.785 -0.863 1.199
H 0.713 1.509 -0.541
H 0.507 -1.196 -1.429
H 0.105 0.240 -2.401
H -2.060 0.177 -1.374
H -1.626 -1.424 -0.669
H -1.612 -0.451 1.379
H -1.428 1.191 0.698
H 4.700 -0.478 -3.197
H 3.657 -0.269 -2.180
O 4.616 -0.183 -2.271
H -2.924 0.446 2.686
H -2.822 0.389 4.174
O -2.407 -0.037 3.381



Most favorable structure: y). The second most favorable one is 10.7 kcal/mol above it.